Record 1
This record from the Open Molecules 2025 dataset describes C4H8O2 as an isolated structure. The level of theory is ωB97M-V/def2-TZVPD.

Computed properties:
relative energy (zero: lowest compared OMol25 entry of this formula, charge and spin): 151.0 kcal per mole
HOMO energy (spin up / spin down): -7.259 / -7.257 eV

```
! wB97M-V def2-TZVPD RIJCOSX def2/J DEFGRID3
* xyz 0 1
C 1.66368 -0.79103 -0.70395
O 0.60833 0.13665 -0.61568
C -0.72818 -0.52069 -0.42663
C -0.06320 0.34725 1.18433
C -1.36692 0.41714 0.49509
O -1.80432 1.72694 0.16100
H 1.62558 -1.28049 -1.68349
H 1.56268 -1.56406 0.06981
H 2.61063 -0.24415 -0.61806
H -1.18272 -0.83718 -1.37266
H 0.57292 1.23037 1.27971
H 0.13700 -0.46987 1.86083
H -2.16348 -0.08002 1.06021
H -1.42671 1.92959 -0.70456
*
```


Record 2
This record from the Open Molecules 2025 dataset describes C3H4O3Tl as an isolated structure in a non-equilibrium geometry. The level of theory is ωB97M-V/def2-TZVPD.

Computed properties:
<S²>: 0.75
relative energy (zero: lowest compared OMol25 entry of this formula, charge and spin): 115.3 kcal per mole
HOMO energy (spin up / spin down): -6.935 / -6.805 eV

```
! wB97M-V def2-TZVPD RIJCOSX def2/J DEFGRID3
* xyz 0 2
O -1.08690 1.49896 0.07715
C -2.09202 0.62455 -0.10900
C -1.73816 -0.83582 -0.12251
O -0.60308 -1.27306 -0.00088
Tl 0.83706 0.54505 0.28260
H -2.66737 0.73916 -1.07129
H -2.92211 0.66142 0.65277
H -2.59339 -1.54086 -0.24298
C 3.28860 0.04479 0.11833
O 4.48691 -0.15689 -0.17248
H 5.09044 -0.30730 0.58830
*
```


Record 3
This record from the Open Molecules 2025 dataset describes a 16-piece molecular cluster, C60H110B6F24N20 overall in a non-equilibrium geometry. The level of theory is ωB97M-V/def2-TZVPD.

Computed properties:
relative energy (zero: lowest compared OMol25 entry of this formula, charge and spin): 165.4 kcal per mole
HOMO energy: -13.192 eV

```
! wB97M-V def2-TZVPD RIJCOSX def2/J DEFGRID3
* xyz 4 1
C -1.52643 1.77099 -3.27736
C -0.71270 2.97289 -3.59255
N -1.38942 4.24516 -3.73378
C -1.03134 5.26749 -4.64174
C -1.86680 6.36506 -4.35485
N -2.69861 6.04411 -3.30362
C -2.48170 4.73782 -3.01601
C -3.71305 6.91594 -2.76223
H -1.79097 2.05391 -2.25850
H -0.94767 0.85008 -3.20619
H -2.42999 1.57667 -3.85522
H -0.19798 2.72898 -4.52189
H 0.07520 3.06478 -2.84498
H -0.16874 5.06842 -5.26035
H -1.81578 7.38011 -4.72020
H -2.97868 4.19722 -2.22409
H -4.22465 6.41670 -1.93936
H -4.44422 7.25757 -3.49488
H -3.17415 7.73968 -2.29410
C 3.64609 -4.94103 4.37689
C 3.11617 -4.64686 5.85060
N 2.70849 -5.89009 6.51790
C 2.09649 -7.04324 6.02273
C 1.89746 -7.89314 7.01798
N 2.41357 -7.37696 8.18626
C 2.86361 -6.08984 7.86455
C 2.49769 -8.04877 9.46003
H 3.03759 -5.40188 3.59879
H 4.58332 -5.49741 4.36471
H 3.77761 -3.93814 3.97065
H 2.30460 -3.91980 5.87952
H 3.88136 -4.21209 6.49368
H 1.86450 -7.15692 4.97408
H 1.62677 -8.93435 7.11288
H 3.46060 -5.49335 8.53849
H 2.02559 -7.44108 10.23200
H 3.56623 -8.14790 9.65108
H 2.01120 -9.02412 9.47091
C -6.39873 -7.46654 0.31134
C -7.37241 -8.35156 1.06136
N -8.79694 -8.07715 0.73949
C -9.34510 -8.31859 -0.45020
C -10.74859 -8.23564 -0.34236
N -10.99050 -7.65454 0.89422
C -9.81947 -7.50641 1.51007
C -12.22454 -7.31784 1.42200
H -5.91908 -7.93330 -0.54900
H -5.65863 -7.12332 1.03421
H -6.82753 -6.55696 -0.10923
H -7.28115 -8.19356 2.13598
H -7.19449 -9.42286 0.96769
H -8.68546 -8.67248 -1.22868
H -11.51666 -8.39146 -1.08545
H -9.70211 -7.14236 2.52007
H -12.91007 -6.89539 0.68736
H -12.02994 -6.53030 2.15003
H -12.67981 -8.11760 2.00613
C 7.14936 2.22504 -4.32988
C 7.60986 3.49583 -5.17692
N 8.52009 3.14583 -6.23629
C 8.22939 2.20279 -7.24139
C 9.22067 2.18246 -8.17177
N 10.19035 3.12448 -7.76801
C 9.72429 3.66657 -6.54999
C 11.31963 3.52430 -8.57457
H 6.70568 2.75103 -3.48455
H 8.00432 1.70247 -3.90086
H 6.50013 1.51032 -4.83561
H 8.24206 4.13113 -4.55658
H 6.83780 4.14097 -5.59625
H 7.31831 1.63523 -7.12218
H 9.40055 1.58668 -9.05445
H 10.14617 4.50287 -6.01238
H 11.56310 4.55066 -8.29997
H 11.02035 3.51130 -9.62260
H 12.18417 2.90235 -8.34251
C 7.29838 10.27614 -6.71791
C 5.76718 10.18405 -6.53118
N 5.45992 9.35648 -5.32900
C 4.42687 8.43762 -5.33274
C 4.37190 7.80232 -4.10143
N 5.27877 8.49656 -3.30349
C 5.83218 9.48593 -3.99727
C 5.71350 8.23633 -1.95458
H 7.84685 9.33605 -6.77717
H 7.71351 10.81251 -5.86464
H 7.53728 10.76093 -7.66449
H 5.36219 9.70449 -7.42231
H 5.21343 11.12071 -6.46700
H 3.85324 8.14623 -6.20017
H 3.79229 6.99268 -3.68318
H 6.76184 9.96575 -3.72911
H 6.80333 8.22488 -1.93888
H 5.31902 7.28590 -1.59519
H 5.32957 9.03435 -1.31907
C -3.42530 5.56170 5.79481
C -3.67561 6.97399 5.33703
N -4.91368 7.40480 5.88847
C -5.22721 7.69054 7.18644
C -6.52750 8.14899 7.25085
N -7.06285 8.02161 5.99788
C -6.08047 7.52715 5.16228
C -8.53987 8.16987 5.70548
H -4.28698 4.91480 5.63012
H -3.04856 5.70783 6.80714
H -2.61345 5.06756 5.26113
H -3.73585 7.02628 4.24995
H -2.87049 7.64786 5.62991
H -4.43787 7.66017 7.92292
H -7.13503 8.60520 8.01842
H -6.14054 7.44342 4.08721
H -8.77711 7.52631 4.85834
H -8.75572 9.17059 5.33124
H -9.04993 7.85746 6.61671
C -1.10251 -3.19750 2.15854
C -1.74341 -1.82829 1.90706
N -0.73329 -0.73483 1.73855
C -1.02212 0.58561 1.88868
C 0.05571 1.37216 1.62919
N 1.07941 0.49480 1.38646
C 0.56763 -0.81708 1.32320
C 2.46742 0.89229 1.23220
H -0.58019 -3.52189 1.25851
H -1.86757 -3.89426 2.50104
H -0.52735 -3.07742 3.07662
H -2.25632 -1.47559 2.80183
H -2.46266 -1.87859 1.08960
H -2.02776 0.89016 2.13835
H 0.12521 2.42855 1.84271
H 1.07257 -1.74596 1.10270
H 2.65099 1.89964 0.85851
H 2.99138 0.09985 0.69778
H 3.01903 0.88522 2.17229
C -0.40066 -7.45915 -2.90054
C 1.05276 -7.38733 -3.57598
N 0.93306 -7.30770 -5.00860
C 1.98058 -7.62025 -5.88250
C 1.53980 -7.24620 -7.17366
N 0.19303 -6.89083 -7.09190
C -0.13984 -6.85080 -5.78559
C -0.72482 -6.75580 -8.27804
H -0.98768 -8.26173 -3.34704
H -1.05293 -6.58889 -2.97324
H -0.23639 -7.66875 -1.84357
H 1.58369 -8.27643 -3.23580
H 1.69634 -6.60137 -3.18077
H 2.89640 -8.06559 -5.52283
H 1.93409 -7.36024 -8.17262
H -1.14850 -6.81028 -5.40173
H -0.74332 -7.62385 -8.93702
H -0.33097 -5.89932 -8.82524
H -1.72879 -6.54787 -7.90803
C -13.57638 0.34706 -1.94532
C -12.79280 -0.18492 -3.21517
N -11.69396 -1.01901 -2.80698
C -11.64322 -2.39198 -2.67209
C -10.33463 -2.79609 -2.45383
N -9.59517 -1.65323 -2.29104
C -10.42619 -0.55593 -2.54012
C -8.26596 -1.61419 -1.93038
H -12.97784 1.10260 -1.43639
H -13.94568 -0.50801 -1.37914
H -14.51766 0.78232 -2.28094
H -12.38990 0.69034 -3.72477
H -13.37338 -0.78254 -3.91794
H -12.53096 -2.99270 -2.80415
H -10.05080 -3.83278 -2.34844
H -10.08847 0.46899 -2.58354
H -8.02440 -0.65682 -1.46865
H -7.82249 -1.46303 -2.91455
H -7.88592 -2.52964 -1.47694
C 8.47255 -2.15045 1.63479
C 9.16575 -3.30025 2.30194
N 9.72674 -2.88734 3.57354
C 10.31791 -1.68586 3.89283
C 10.82973 -1.71139 5.15722
N 10.62116 -2.98854 5.61807
C 9.81916 -3.62453 4.69260
C 11.07723 -3.56817 6.89407
H 9.29450 -1.47978 1.38441
H 7.70481 -1.63014 2.20746
H 7.88153 -2.63270 0.85617
H 10.01661 -3.70992 1.75759
H 8.46123 -4.10179 2.52397
H 10.42245 -0.84064 3.22870
H 11.35349 -0.94809 5.71350
H 9.35980 -4.58469 4.87562
H 11.76121 -4.39175 6.68916
H 10.25152 -3.90252 7.52217
H 11.57390 -2.87671 7.57473
B 2.82855 -2.72471 -2.77997
F 3.21755 -3.14238 -4.00945
F 1.55321 -3.18077 -2.67132
F 3.64049 -3.23593 -1.80623
F 2.79340 -1.29888 -2.55686
B -7.09084 -4.32933 4.47049
F -7.08978 -3.94517 3.07353
F -8.38640 -4.46864 4.95981
F -6.45793 -5.50151 4.51712
F -6.43801 -3.38460 5.17046
B -6.78837 3.66832 2.01835
F -7.87799 4.06707 2.84685
F -6.17770 4.79021 1.34312
F -5.85643 3.05731 2.77373
F -7.33843 2.80915 1.07742
B 8.80809 3.29933 1.97185
F 10.11667 3.24489 2.41300
F 8.34219 4.58177 2.07542
F 8.88819 2.93668 0.63665
F 8.06924 2.42880 2.69274
B 1.29165 6.78439 0.07901
F 1.79450 5.59371 -0.44147
F 2.09945 7.28296 0.97595
F 1.10663 7.69313 -0.89910
F 0.05281 6.54191 0.65585
B 1.93914 0.61300 7.21709
F 2.20985 0.26179 5.89517
F 1.81597 -0.60756 7.89038
F 3.00687 1.43290 7.56716
F 0.70737 1.25469 7.28800
*
```


Record 4
This record from the Open Molecules 2025 dataset describes the molecule C6H10 in a non-equilibrium geometry. The level of theory is ωB97M-V/def2-TZVPD.

Computed properties:
relative energy (zero: lowest compared OMol25 entry of this formula, charge and spin): 36.2 kcal per mole
HOMO energy: -8.861 eV

```
! wB97M-V def2-TZVPD RIJCOSX def2/J DEFGRID3
* xyz 0 1
C 0.73458 -0.51185 -2.22870
C -0.36005 -0.47400 -1.44729
C -0.34853 0.09644 -0.09314
C -0.98803 1.42763 0.24353
C 0.20609 -0.63273 0.87714
C 0.68165 -0.18014 2.20716
H 1.60940 -0.23779 -1.64217
H 0.77180 -0.92676 -3.22050
H -1.30050 -0.54600 -2.00755
H -1.92887 1.54532 -0.28219
H -1.03755 1.54616 1.33031
H -0.33931 2.29496 0.05894
H 0.69064 -1.56723 0.58992
H 1.20212 0.76763 2.29639
H -0.19825 -0.19833 2.88824
H 1.22040 -0.99398 2.69540
*
```


Record 5
This record from the Open Molecules 2025 dataset describes a 6-piece molecular cluster, C24H44O8 overall in a non-equilibrium geometry. The level of theory is ωB97M-V/def2-TZVPD.

Computed properties:
<S²>: 0.75
HOMO energy (spin up / spin down): 0.735 / -7.183 eV

```
! wB97M-V def2-TZVPD RIJCOSX def2/J DEFGRID3
* xyz -1 2
C -18.67704 16.60050 -0.47797
C -18.29905 15.90641 0.77559
C -16.80199 16.08540 0.81869
O -16.38571 16.95971 -0.22550
C -17.36879 16.90638 -1.24369
H -19.13652 17.58360 -0.37559
H -19.38357 16.02303 -1.07416
H -18.65979 14.87786 0.78301
H -18.69543 16.33916 1.69413
H -16.23750 15.17913 0.59929
H -16.38365 16.49432 1.73839
H -17.10024 16.11933 -1.94836
H -17.65331 17.78189 -1.82732
C -14.01514 18.37097 -3.05497
C -13.13389 18.95221 -4.22146
C -13.62317 18.18781 -5.40796
O -14.12418 16.98796 -4.82371
C -14.21262 16.94430 -3.44438
H -15.00227 18.83305 -3.06797
H -13.53648 18.47445 -2.08117
H -12.09857 18.83423 -3.90163
H -13.38510 20.01234 -4.25518
H -12.78127 18.01689 -6.07885
H -14.43968 18.62986 -5.97892
H -13.41648 16.37722 -2.96199
H -15.19517 16.53524 -3.20907
C -17.24169 12.16418 -1.97519
C -15.88667 11.94355 -1.40824
C -16.07306 10.79254 -0.50418
O -17.40747 10.90785 -0.08969
C -18.16828 11.87803 -0.78535
H -17.35208 11.50883 -2.83915
H -17.45125 13.17873 -2.31415
H -15.57147 12.82432 -0.84879
H -15.04964 11.75251 -2.07979
H -15.38955 10.78019 0.34481
H -16.04227 9.82580 -1.00675
H -18.43478 12.77343 -0.22382
H -19.00609 11.35912 -1.25109
C -23.08180 17.82406 5.13029
C -22.06225 17.03454 4.36442
C -20.85771 18.09352 4.37579
O -21.58039 19.28808 4.12878
C -22.90571 19.19173 4.60269
H -22.88727 17.81866 6.20278
H -24.11589 17.48662 5.06024
H -22.36903 16.85857 3.33339
H -21.74691 16.09221 4.81238
H -20.15129 17.81387 3.59421
H -20.35034 18.03723 5.33887
H -23.56813 19.22811 3.73783
H -23.02963 19.88175 5.43732
O -19.91713 14.23073 3.15230
C -20.87007 13.67163 2.61361
O -21.11229 12.44170 2.90688
C -22.41242 12.00596 2.36807
C -23.06350 13.30717 1.84826
C -21.91962 14.27758 1.68228
H -23.12215 11.45026 2.98091
H -22.29909 11.38487 1.47953
H -23.80824 13.73903 2.51681
H -23.52750 13.03808 0.89937
H -22.12587 15.29105 2.02642
H -21.51780 14.47084 0.68764
O -12.57594 13.26196 -1.17166
C -12.50514 13.74502 -0.11028
O -12.25912 15.09478 0.16749
C -11.96895 15.10028 1.55453
C -12.92171 14.06390 2.13457
C -12.76989 12.93492 1.18891
H -12.00629 16.12889 1.91322
H -10.90928 14.85437 1.62320
H -13.96550 14.37304 2.18962
H -12.49607 13.74229 3.08509
H -13.63965 12.28897 1.06901
H -11.80781 12.43719 1.31040
*
```


Record 6
This record from the Open Molecules 2025 dataset describes the molecule C4H11N3 in a non-equilibrium geometry. The level of theory is ωB97M-V/def2-TZVPD.

Computed properties:
relative energy (zero: lowest compared OMol25 entry of this formula, charge and spin): 84.0 kcal per mole
HOMO energy: -8.466 eV

```
! wB97M-V def2-TZVPD RIJCOSX def2/J DEFGRID3
* xyz 0 1
H -2.21284 -1.08740 -1.87030
N -2.09526 -0.30964 -1.15813
C -0.98561 0.30104 -0.98025
N -0.70163 1.66889 -1.20991
N 0.29234 -0.51541 -0.87845
C 1.11646 0.24550 0.12770
C 1.48467 -0.83821 1.21989
C 0.52553 -0.54899 2.38603
H -0.57364 2.33096 -0.45058
H 0.20573 1.78518 -1.61942
H 0.00451 -1.46535 -0.54362
H 0.71710 1.11137 0.74184
H 2.07660 0.58184 -0.39420
H 1.27022 -1.92433 0.88253
H 2.49371 -0.76983 1.51516
H -0.49383 -0.29036 1.97184
H 0.78514 0.33065 3.07631
H 0.41289 -1.46562 2.89560
*
```


The following molecular weight values (in g mol⁻¹) correspond, in order, to the records above: 88.11; 292.45; 1632.50; 82.15; 460.61; 101.15.